1.
The following is a DFT calculation (wB97M-V/def2-TZVPD) of a cluster of 11 separate species, C32H93N15O11 in total in a non-equilibrium geometry.

ORCA input file:
```
! wB97M-V def2-TZVPD RIJCOSX def2/J DEFGRID3
* xyz 0 1
H -5.0847 2.3907 -3.7909
N -5.6577 -5.3659 -5.5006
H -2.3295 2.6960 -6.0423
N 2.5662 0.5216 8.0332
H 0.8357 2.5392 3.2010
H 0.0962 5.4059 2.4150
H -6.4855 -4.7946 -5.6224
H 0.7639 1.1191 5.9994
O 4.6917 0.4939 -5.0336
H 0.5184 -1.2851 -1.8383
H -1.7146 0.8621 -4.3667
O -3.3451 3.1586 -4.4552
O -0.6258 -0.6760 -0.4982
N -1.3917 2.2700 2.7967
H -1.4725 7.0407 3.2410
N 2.3168 -1.1350 -4.4934
H 5.2648 4.0989 -1.5950
O -3.9256 -3.3438 -2.9963
H 3.6793 1.4953 -2.9860
C -1.2661 1.8548 -4.2803
H -4.3573 -2.8843 0.9595
H 2.6525 1.5063 7.8016
O 0.5591 -4.3345 -3.6652
H -4.4241 -1.9385 -0.5358
H -3.3358 -6.4076 -4.7282
H 5.2343 2.2672 -2.4411
H -0.3655 1.2157 8.1513
H -2.0330 1.9418 -2.2545
H -5.0175 -2.9813 -4.6528
C 0.0097 -5.4589 -2.9929
H 8.5249 1.4984 2.4178
H 0.8309 -6.1744 -2.8351
H -2.0885 1.9289 2.1480
H -0.6731 -7.1107 -0.7382
H 7.1186 0.9196 -4.8951
H 7.0184 2.0011 -3.5150
O -1.7556 5.0172 3.3944
C 5.6892 3.3633 0.2868
H -2.3788 4.1618 0.9257
H -2.5755 0.3577 0.4294
H -2.8887 -2.4902 0.2710
H -1.8845 2.8766 3.4536
H 4.2165 2.2249 1.4249
C -0.4457 4.6311 2.9622
H 2.0506 -5.2375 -4.7906
H 8.4142 3.0650 3.3650
C -3.6809 -0.7819 2.5961
H 1.7913 3.6635 3.9844
H -2.6822 -1.2305 2.6216
H 1.5060 0.8045 -0.8484
H -1.7185 -5.6986 0.0643
N 0.1097 1.7325 -4.8008
H -3.7238 1.1787 -3.6233
H -1.0051 -0.8206 1.6870
O 0.0628 -0.7568 5.7166
O 2.6388 0.7104 3.0441
H 0.1977 4.4365 3.8291
H -0.8724 -1.2709 3.9074
H 0.3065 2.9306 1.7480
C 0.1252 0.3150 8.5264
C -3.8841 -2.0643 0.3998
C 1.2949 -0.1222 7.7059
C -0.6241 3.3603 2.1292
H -2.6794 6.5839 4.3455
O 6.7250 2.4064 2.2871
H -3.0027 -1.7728 -2.0379
H -3.4538 -3.8569 -4.8960
H -0.7286 -3.1972 -2.0378
H -0.4297 1.2906 -2.3057
N -0.2278 -0.1787 1.6358
H -3.5344 0.2170 3.0155
H 6.8836 3.9595 -1.1812
N 0.8006 -1.4787 -2.8090
H -4.6854 -7.1616 -3.7619
H 4.7450 2.0189 3.6180
H 1.4329 -3.7412 -5.3994
H 2.0010 0.0439 5.5556
C 1.1271 -4.6657 -4.9121
C -2.0477 2.9226 -5.0092
C -3.4864 -1.9917 -2.9852
H -3.6210 0.0089 -0.6839
H 2.6895 0.5533 9.0410
H -3.5513 -6.0889 -2.9702
H 7.1571 1.7394 0.4204
N 6.5866 1.4067 -4.1958
H 0.3638 0.1440 2.3780
H 1.4725 -1.1873 7.8699
H 5.4625 4.3267 0.7471
H 1.6543 1.0476 0.8549
C -1.2486 -6.1859 -0.7862
C 5.2462 1.1561 -4.1634
H 4.4662 1.6080 -0.2989
H -2.7236 -1.8218 -3.7534
H -0.8401 4.1615 0.0435
H -0.7268 -0.3775 8.5284
H 0.2778 0.2719 9.6080
H 0.4158 -4.9730 -0.9181
H -0.7823 3.0962 -2.5962
C -0.4483 -5.1429 -1.5638
C 4.4300 2.4483 0.3904
N 5.9684 3.5226 -1.1504
H -5.7888 -5.2334 -3.4485
H 7.7402 3.3802 0.7135
H 0.8751 -2.4676 -3.0260
H -5.2138 -0.4195 1.1258
H -4.3108 -1.3004 -3.1838
C -4.1370 2.0303 -4.1757
H 3.7937 3.3085 4.3400
C 2.7205 1.8081 3.5807
H 1.9769 -2.0038 -4.8493
H 3.6893 3.1626 0.0141
H 3.1929 -0.7134 -4.7872
C -4.0535 -6.2864 -3.9170
C -4.3473 -3.7575 -4.2650
H 7.5989 1.6184 3.9459
H 0.3892 -5.1376 -5.5638
H -4.2363 1.4829 -5.1293
N -1.2880 -3.9115 -1.5942
H -6.1445 -2.0129 4.3660
H 0.3820 0.8400 -4.4037
H -2.1388 -6.5013 -1.3454
N -3.5768 0.2884 0.2860
H -1.5104 3.8651 -4.8946
C -4.1841 -0.7817 1.1521
C 7.9179 2.1471 3.0500
C -1.0596 2.0518 -2.7489
C -5.0182 -5.1321 -4.2226
N 1.7008 2.7145 3.6756
C -1.6849 6.2909 4.0135
C 1.0989 0.0842 6.1731
C -5.4757 -1.2122 4.0359
H -5.1962 -0.6356 4.9262
C 6.9219 2.6792 0.9315
N 1.0720 0.8132 0.0695
H 0.2321 0.1996 3.8521
H -0.8961 6.3558 4.7644
N 4.6690 1.7490 -3.0988
H -5.9936 -6.3111 -5.6342
H -0.7048 -6.0324 -3.5904
H -2.1506 -4.0415 -2.1091
C -1.4151 3.6641 0.8289
H 0.9111 -1.3780 4.0565
H 0.7635 2.3615 -4.3469
H -6.1419 -0.6115 3.4044
C 0.0039 0.0121 0.3210
H -1.6010 2.6765 0.4013
C 0.0213 -0.7810 4.2815
C 1.7922 -0.6828 -3.3243
N 3.8598 2.4182 3.8861
O 2.2474 0.2841 -2.6907
O -4.3621 -1.7445 3.4091
*
```

The orbital gap comes out at 8.6 eV. The value obtained for the HOMO energy is -8.483 eV. Its energy above the lowest of the compared OMol25 structures with the same formula, charge and spin is 4.292 eV.

***

2.
The following is a DFT calculation (wB97M-V/def2-TZVPD) of a cluster of 13 separate species, C32H94N4O13 in total in a non-equilibrium geometry.

ORCA input file:
```
! wB97M-V def2-TZVPD RIJCOSX def2/J DEFGRID3
* xyz 0 1
H -2.0882 -7.5659 -3.8633
H 0.6518 3.6005 5.3711
H 0.6666 4.9653 -8.2935
H -3.2664 -2.0046 5.6306
H 1.4529 5.6837 -3.8779
C -1.1263 6.7163 -1.0105
H 3.2445 6.7056 -4.6017
O -7.9640 0.9734 0.2431
H -4.8680 -3.3794 6.7508
O -6.5132 3.8307 3.2880
H -1.1775 7.4797 8.9796
H 8.1837 -12.1793 -3.1447
H -1.3476 8.3366 5.7348
H -8.3270 0.1076 0.4298
H 3.2276 6.5802 -1.5631
C -5.9717 2.6249 5.2889
H 1.6340 0.1416 -5.7592
H -1.7696 1.7228 0.6543
C -2.9578 -3.0255 5.8557
H 2.5593 -0.5312 -0.1111
H -6.4054 2.4271 6.2691
H -1.8904 7.0566 -1.7095
O -0.1736 4.7622 6.9681
H 1.8990 7.5340 -4.9017
H -1.7498 -5.7693 -2.2262
C 2.8671 5.8530 -2.2906
H 4.0460 0.2212 -4.7452
C -3.8169 -3.6013 6.9356
H -1.2842 -6.4929 -5.0292
H -0.1098 -1.0290 1.1113
H -2.8617 7.3941 5.5698
H 0.2470 -7.6920 2.7675
H -4.9538 2.9974 5.4039
H 1.3468 -8.4261 4.8607
N 9.1247 -7.5896 -3.1246
H -1.5185 5.9534 -0.3380
H 1.6311 -0.9795 -7.4812
C 7.3477 -11.4799 -3.1282
H 7.3933 -7.8549 -2.1693
H -5.9854 1.7132 4.6917
C 0.4810 -6.9613 3.5417
H 6.8255 -11.7819 -2.2204
H 6.5612 -2.0435 5.3695
H -0.3404 -6.0323 -3.0185
H -3.5922 -3.1479 7.9011
H -1.9048 -3.0408 6.1369
O -3.5554 -4.9904 6.9674
H 0.1153 7.8032 -3.2116
C -1.9931 -6.5344 -4.2023
O -0.5971 -8.2476 5.3398
H -3.9969 -5.3715 7.7299
H -2.3995 4.9585 -8.1385
H -7.8856 3.4663 4.7095
C -6.8254 3.7075 4.6328
C 0.6311 -7.6084 4.9461
H -1.2920 3.6232 -7.6927
H -1.2979 4.9953 -6.6726
H 0.0515 6.5520 8.4299
N -0.6013 7.2792 8.1747
O 8.0104 -10.2106 -3.0837
O 2.3988 -0.4039 -7.5125
O 0.0328 6.2449 -1.6875
H 1.0855 8.0155 -1.8658
H 1.0339 -6.9696 5.7321
H -1.3859 1.6111 -1.4572
C -1.4278 4.7045 -7.7150
H 1.7852 -1.9834 0.4782
H -0.6880 -3.8505 -3.1164
H 3.7062 5.3217 -2.7397
C 4.8105 -3.0715 6.0036
H -1.2078 -7.5412 5.5624
C -1.5528 -0.0691 -0.1256
H 0.4304 0.5872 0.6125
H 5.9904 -6.8488 -4.1516
H -6.8626 3.0842 2.7958
H -7.9249 4.5031 -2.8527
H -8.4234 1.6855 -4.8383
C -7.0659 4.0869 -3.3791
H -2.2399 6.0631 7.5405
H -0.2957 -6.1969 3.5185
H 1.3812 -6.3900 3.3146
H -2.9567 -6.1197 -4.4983
H 7.8509 -9.2318 -4.9791
H -3.0228 -3.6008 4.9322
O -0.2718 6.6982 -8.3469
C -0.0751 -0.3207 0.2835
C 1.8773 -1.3337 -0.3921
C -7.3142 3.2065 -4.5959
H -6.3875 2.7123 -4.8877
H 7.0813 -5.6728 -3.4964
H 2.5204 1.3736 -6.4482
H 5.6080 -0.3598 5.8729
H 2.3596 5.1054 -1.6810
H 2.3509 -1.8108 -1.2501
H 6.6052 -11.7019 -3.8947
O 4.8967 -0.8668 5.4745
H -0.8323 7.4916 -0.3030
H -2.0340 -1.0365 -0.2698
C -1.4791 6.7172 7.1147
H -1.4300 5.4212 5.4885
H -3.1402 0.9207 0.5452
H -7.8920 1.0029 -0.7109
C 7.6995 -7.8570 -3.2155
C 3.8686 -0.2399 -5.7168
H -0.6165 5.2977 -9.5895
H -1.0562 7.0724 -8.7546
H -6.4294 4.9321 -3.6410
C -1.7874 0.5980 -1.4771
N 2.5629 7.3152 -4.1727
H 4.9625 -4.0451 5.5376
C 1.8297 6.4889 -3.2472
H -1.1415 0.1384 -2.2252
O -1.3418 -4.2848 -3.6692
H 0.3669 2.8556 6.9432
H 9.2783 -6.8647 -2.4382
H 9.5148 -8.4286 -2.7196
C -0.0256 3.5751 6.2246
C -1.3275 -5.6157 -3.2192
H -6.6708 4.6415 5.1730
H 3.8283 -1.3223 -5.5946
C 0.7111 7.2197 -2.5097
H 6.3970 -9.4621 -4.1103
C 2.5604 0.2928 -6.3133
H -2.8073 0.5738 -1.8610
C -0.7276 5.7728 6.2441
H 5.3733 -2.2312 4.0494
N -2.1756 0.8139 0.8250
C -2.1539 7.8362 6.2711
H -6.3693 3.6579 -2.6588
H -0.9970 3.1466 5.9775
H 0.1042 6.2616 5.7368
O 0.6025 -0.8940 -0.8146
C 7.4438 -9.1933 -3.9687
H 3.7366 -2.8905 5.9570
H 5.2048 -3.0845 7.0197
H 4.7842 -0.0918 -6.2893
H -2.6612 8.5390 6.9320
O -8.2206 2.2494 -4.0882
C -0.3235 5.3480 -8.5408
C 7.0443 -6.6677 -3.9400
C 5.5012 -2.1125 5.1254
H -7.6332 3.8325 -5.4292
H 7.4046 -6.5458 -4.9614
*
```

The orbital gap comes out at 9.3 eV. The value obtained for the HOMO energy is -9.199 eV. Its energy above the lowest of the compared OMol25 structures with the same formula, charge and spin is 4.480 eV.

***

Table of LUMO level (eV), in record order: 0.14, 0.13